# C6H8O3

C6H8O3 in the gas phase at a distorted geometry (wB97M-V/def2-TZVPD, the Open Molecules 2025 dataset).

Calculated values
Net charge: 0
Maximum force: 0.0720 hartree/bohr
Energy relative to the best compared isomer or geometry (same formula, charge and spin): 42.0 kcal/mol
Highest occupied orbital energy: -9.227 eV
2S+1: 1
SMILES: CC(=O)[C@H](C)C(=O)C=O

Last column: natural (NBO) charge in e.
Geometry (Å):
C (0.0211, -0.7957, -0.5555)  -0.44
C (-1.4900, 1.2497, 0.0037)  -0.73
C (-0.5452, -1.4392, 0.7141)  -0.61
C (1.4980, -0.7261, -0.4499)  0.56
C (-0.3119, 0.7239, -0.7777)  0.62
C (1.8312, 0.7702, 0.3264)  0.33
O (2.3934, -1.2737, -0.9916)  -0.48
O (0.0935, 1.2579, -1.7978)  -0.53
O (1.3545, 1.1355, 1.3622)  -0.51
H (-0.2557, -1.3615, -1.4525)  0.25
H (2.8132, 1.1301, -0.0397)  0.13
H (-2.3759, 0.6571, -0.2203)  0.24
H (-1.6622, 2.2860, -0.2770)  0.24
H (-1.3109, 1.1888, 1.0743)  0.25
H (-0.2668, -0.8787, 1.6032)  0.23
H (-1.6300, -1.4733, 0.6572)  0.22
H (-0.1564, -2.4509, 0.8212)  0.23

Cartesian forces (eV/Å) of the 2 atoms listed first:
0.3 -0.2 0.3
0.6 0.7 0.3